# 1
{"formula": "C19H26Cl2N3O3TeTl", "method": "the ωB97M-V functional and the def2-TZVPD basis", "lumo_energy_ev": 4.51, "total_charge": -2, "species": ["Tl", "C", "C", "C", "C", "C", "C", "C", "C", "C", "H", "H", "H", "H", "H", "H", "H", "H", "H", "H", "H", "H", "O", "C", "C", "C", "N", "C", "N", "C", "C", "C", "N", "C", "H", "H", "H", "H", "H", "H", "H", "H", "H", "H", "H", "H", "H", "Te", "Cl", "C", "Cl", "C", "O", "O", "H"], "positions_angstrom": [[-1.91645, 1.05624, -0.52930], [2.61353, 1.29784, 1.45686], [1.32333, 1.88513, 1.84952], [0.92536, 3.06649, 1.29070], [-0.28026, 3.67796, 1.70002], [-0.72034, 4.95774, 1.01421], [-1.08742, 3.06855, 2.63711], [-0.73980, 1.80104, 3.12986], [-1.70611, 1.06210, 3.97662], [0.46675, 1.24455, 2.74542], [2.87920, 1.65395, 0.45391], [2.52524, 0.19179, 1.39894], [3.45507, 1.54498, 2.12970], [1.49943, 3.57745, 0.55614], [-1.81815, 5.04569, 1.14872], [-0.44603, 4.93639, -0.03033], [-0.20786, 5.80810, 1.48976], [-2.07539, 3.48557, 2.87040], [-2.03911, 1.63267, 4.83470], [-1.25847, 0.18438, 4.34959], [-2.59541, 0.80536, 3.43046], [0.72736, 0.27074, 3.06868], [-2.93683, 6.55839, -4.05011], [-2.65766, 6.14055, -3.02549], [2.08444, -3.42195, 1.14454], [1.26864, -2.41890, 1.89413], [0.53164, -1.63049, 0.92844], [-0.23855, -2.28595, -0.03865], [-1.33531, -1.76569, -0.39532], [-1.96789, -2.23390, -1.60946], [-1.03582, -2.97450, -2.52332], [-0.30093, -4.04055, -1.73086], [0.37882, -3.38363, -0.65280], [1.20868, -4.22445, 0.16586], [2.55821, -4.10937, 1.87612], [2.85268, -2.94660, 0.55600], [1.94744, -1.78151, 2.43214], [0.63524, -2.93738, 2.60488], [-0.01231, -0.84142, 1.29382], [-2.31065, -1.34680, -2.16026], [-2.85179, -2.80079, -1.36409], [-0.34869, -2.24068, -2.94500], [-1.60577, -3.44859, -3.32448], [0.44312, -4.65547, -2.27924], [-1.03544, -4.75704, -1.33463], [1.81701, -4.88680, -0.46348], [0.56940, -4.91066, 0.73655], [-4.46856, 0.72278, -0.86849], [-0.76123, -0.04857, -5.04300], [0.78531, 0.82252, -4.72644], [0.35833, 2.55236, -4.42357], [1.65830, 0.17617, -3.54403], [2.83604, 0.58569, -3.63817], [1.09559, -0.60374, -2.80348], [1.31408, 0.88229, -5.65976]], "forces_ev_per_a": [[1.62, 0.40, 0.28], [0.96, -1.10, -0.60], [-0.28, 0.14, 0.36], [-1.43, 0.85, 1.04], [0.36, 0.15, -0.70], [-0.29, -0.26, 1.07], [-0.12, -0.42, -0.16], [0.10, 0.73, -0.32], [-0.28, 0.58, 0.19], [-0.28, 0.78, -0.26], [0.06, -0.20, 0.18], [0.19, 0.59, -0.03], [-0.41, -0.03, -0.08], [0.55, 0.13, -0.60], [0.65, 0.24, -0.33], [-0.14, 0.01, -0.33], [-0.27, -0.02, -0.16], [0.42, -0.11, -0.02], [-0.01, 0.36, 0.25], [0.45, -1.29, 0.45], [-0.42, -0.22, -0.45], [0.24, -0.89, 0.52], [0.42, -0.68, 1.58], [-0.41, 0.65, -1.56], [0.09, -1.37, -0.31], [-0.21, 0.29, -0.72], [-0.59, 0.16, 0.41], [0.61, 0.00, -0.58], [-0.12, 0.12, 0.13], [-0.06, 0.69, -0.29], [0.30, -0.60, -0.48], [-0.12, -0.12, -0.03], [0.77, 0.43, 0.62], [0.04, -0.20, 0.58], [-0.12, 0.20, -0.47], [0.35, 0.39, -0.08], [0.17, 0.47, 0.44], [-0.40, -0.18, 0.43], [0.33, -0.41, -0.21], [-0.19, -0.19, 0.23], [-0.47, -0.26, 0.15], [0.21, -0.20, -0.05], [-0.01, 0.05, -0.14], [-0.28, 0.54, -0.03], [-0.17, -0.19, 0.06], [0.06, 0.32, -0.09], [-0.14, -0.22, 0.31], [-1.86, -0.13, -0.14], [0.28, -0.02, -0.04], [-0.71, 0.15, 0.37], [0.17, -0.08, 0.23], [0.63, 1.05, -1.33], [-0.16, -0.14, 0.20], [-0.34, -0.63, 0.70], [0.29, -0.33, -0.19]], "nbo_charge": [0.294, -0.632, 0.002, -0.214, 0.028, -0.629, -0.241, 0.005, -0.631, -0.209, 0.236, 0.221, 0.195, 0.204, 0.219, 0.229, 0.195, 0.206, 0.198, 0.199, 0.244, 0.182, -0.532, 0.535, -0.403, -0.211, -0.627, 0.591, -0.532, -0.242, -0.451, -0.187, -0.454, -0.186, 0.188, 0.217, 0.192, 0.156, 0.413, 0.233, 0.184, 0.277, 0.192, 0.181, 0.146, 0.188, 0.143, -1.346, -0.080, -0.280, -0.083, 0.753, -0.768, -0.706, 0.200]}


# 2
{"formula": "C13H19N5RhS", "method": "the ωB97M-V functional and the def2-TZVPD basis", "lumo_energy_ev": [-9.64, -13.16], "total_charge": 3, "spin_multiplicity": 5, "species": ["Rh", "C", "C", "C", "C", "C", "C", "C", "H", "H", "H", "H", "H", "H", "H", "H", "N", "N", "C", "N", "S", "H", "H", "H", "H", "H", "N", "C", "C", "C", "C", "C", "N", "H", "H", "H", "H", "H", "H"], "positions_angstrom": [[0.24564, 0.41521, -0.25314], [-0.18488, 1.61840, 3.83679], [0.50438, 1.69595, 2.52377], [0.20026, 2.71241, 1.60010], [0.88603, 2.82254, 0.39634], [1.91988, 1.91777, 0.06713], [2.26047, 0.91381, 0.99764], [1.54535, 0.80472, 2.19399], [0.32461, 2.27995, 4.54716], [-0.15145, 0.61908, 4.26587], [-1.21332, 1.97151, 3.78294], [-0.56248, 3.43985, 1.85025], [0.68198, 3.66652, -0.25125], [2.56011, 2.09832, -0.78669], [3.13545, 0.29957, 0.81924], [1.84501, 0.07439, 2.93743], [0.09445, 1.24245, -2.58490], [-1.21614, 1.47805, -3.02108], [-2.24415, 1.48653, -2.16206], [-3.43721, 1.84708, -2.57189], [-2.05053, 1.00836, -0.50558], [0.60690, 2.12103, -2.59105], [0.55791, 0.63225, -3.25263], [-1.34453, 1.83009, -3.96268], [-3.63592, 2.14748, -3.51792], [-4.21016, 1.86045, -1.92125], [-1.22495, -2.29789, -1.60345], [-0.32155, -2.78482, -0.77677], [-0.18882, -4.20704, -0.65623], [0.68999, -4.72593, 0.26177], [1.42412, -3.83354, 1.03386], [1.27404, -2.44179, 0.82205], [0.43928, -1.90660, -0.04834], [-1.83419, -2.91330, -2.13112], [-1.38924, -1.29659, -1.62500], [-0.79781, -4.85545, -1.27534], [0.80232, -5.79546, 0.38475], [2.11770, -4.18397, 1.78762], [1.89146, -1.76140, 1.38964]], "forces_ev_per_a": [[-0.37, 0.26, -0.02], [-0.03, 0.12, 0.30], [0.18, -0.02, -0.30], [-0.01, -0.10, 0.12], [0.27, 0.08, -0.03], [0.37, 0.39, 0.28], [0.03, 0.27, -0.01], [-0.14, 0.06, 0.11], [0.03, -0.01, -0.05], [-0.06, -0.02, -0.04], [-0.02, -0.08, -0.04], [-0.03, -0.01, -0.04], [-0.06, -0.07, -0.08], [-0.04, -0.04, -0.05], [-0.05, -0.07, -0.05], [-0.02, -0.06, -0.05], [0.25, -0.20, 0.10], [-0.28, 0.05, -0.13], [0.30, -0.02, 0.29], [-0.05, 0.03, -0.12], [-0.14, -0.24, 0.04], [0.02, 0.08, 0.04], [-0.05, -0.08, -0.07], [0.05, 0.03, -0.04], [0.03, 0.02, -0.01], [-0.02, -0.01, 0.03], [0.22, -0.07, 0.19], [-0.20, -0.22, -0.10], [0.00, -0.13, 0.00], [0.11, -0.01, 0.12], [-0.03, -0.33, -0.05], [-0.08, 0.24, -0.21], [0.01, -0.07, -0.11], [0.01, 0.04, -0.02], [-0.17, 0.07, -0.02], [-0.02, 0.05, -0.02], [-0.01, 0.00, 0.00], [0.02, 0.04, -0.01], [-0.03, 0.05, 0.05]], "lowdin_charge": [0.826, -0.004, -0.235, -0.022, -0.095, -0.185, -0.127, -0.033, 0.125, 0.098, 0.103, 0.145, 0.134, 0.129, 0.133, 0.135, 0.018, -0.036, -0.744, 0.176, 0.731, 0.117, 0.127, 0.182, 0.155, 0.136, 0.282, -0.286, 0.104, 0.035, 0.083, -0.031, 0.046, 0.167, 0.050, 0.152, 0.153, 0.150, 0.108]}


# 3
{"formula": "C17H22N2O2S", "method": "the ωB97M-V functional and the def2-TZVPD basis", "smiles": "Cc1sc(NC(=O)c2ccco2)c(CN2CCCCC2)c1C", "relative_energy_ev": 17.370, "lumo_energy_ev": 0.64, "total_charge": 0, "species": ["C", "C", "S", "C", "N", "C", "O", "C", "C", "C", "C", "O", "C", "C", "N", "C", "C", "C", "C", "C", "C", "C", "H", "H", "H", "H", "H", "H", "H", "H", "H", "H", "H", "H", "H", "H", "H", "H", "H", "H", "H", "H", "H", "H"], "positions_angstrom": [[-1.81605, 1.74140, 4.48706], [-1.42427, 1.03928, 3.16535], [-2.47643, 0.17713, 2.39300], [-1.42933, -0.13474, 1.24337], [-1.48527, -1.01758, 0.22255], [-2.69688, -1.54276, 0.01535], [-3.69421, -1.12819, 0.47463], [-2.77075, -2.09598, -1.46467], [-3.90235, -2.84268, -2.04443], [-3.16195, -3.35806, -3.30059], [-1.94851, -2.93926, -3.30582], [-1.86655, -2.31472, -2.16388], [-0.05687, 0.27679, 1.54774], [1.28683, 0.00937, 0.65849], [1.11822, -0.20114, -0.56681], [2.04284, -0.72014, -1.34919], [3.51868, -0.02459, -1.46816], [3.07638, 1.28714, -2.31690], [2.01838, 1.95585, -1.39953], [0.71477, 1.34290, -1.45916], [-0.08783, 1.01007, 2.59143], [1.22920, 1.53839, 3.48682], [-1.43119, 2.80934, 4.56484], [-2.87775, 1.70751, 4.71122], [-1.40330, 1.46375, 5.50544], [-0.77872, -1.17225, -0.41870], [-4.78786, -2.91184, -1.53843], [-3.97228, -3.85368, -3.99256], [-1.18768, -3.35577, -4.04493], [2.16632, 0.75994, 0.91613], [1.61291, -0.81973, 1.07590], [2.20464, -1.72779, -0.73566], [1.60760, -1.07826, -2.25846], [3.98883, -0.43252, -2.16594], [3.81276, 0.21887, -0.63164], [3.82421, 1.86898, -2.36555], [2.64236, 1.12591, -3.36964], [2.38664, 2.39896, -0.66241], [1.60112, 2.89569, -1.90424], [-0.09571, 1.59447, -0.71956], [0.07015, 0.86232, -2.12376], [1.56006, 2.50151, 2.69943], [2.07742, 1.02862, 3.64417], [0.79138, 2.05750, 4.36769]], "forces_ev_per_a": [[1.25, 1.22, 1.11], [4.67, 3.58, 4.96], [-4.82, -0.90, -0.26], [6.95, -0.68, -2.25], [-3.47, -1.58, 1.16], [2.39, 0.41, -7.12], [-3.42, 0.05, 2.97], [-13.00, -2.74, 6.09], [6.74, 1.93, -1.33], [-11.04, -1.89, 0.47], [1.74, -1.86, -2.55], [15.22, 1.89, -3.77], [-0.11, -2.06, -6.23], [-0.75, 5.34, 7.98], [-6.53, 4.08, -8.48], [5.31, -5.64, 0.94], [-11.35, 2.42, -5.94], [-5.74, -4.03, 1.81], [-3.51, 0.35, -10.69], [-1.50, -4.59, 7.22], [0.82, 3.01, 8.64], [-5.51, 5.90, -4.63], [-0.94, -0.86, -0.87], [-0.28, 0.27, -0.52], [0.15, -1.03, -1.34], [2.13, -0.10, -1.13], [-2.41, -0.54, 0.35], [2.75, 0.62, 0.77], [-0.28, 1.63, 1.83], [-1.61, -0.43, 0.14], [2.07, -4.46, 2.33], [0.54, 0.94, -1.45], [0.23, 0.23, -1.09], [4.97, -4.63, -4.69], [3.77, 2.18, 8.16], [5.63, 4.45, -0.73], [0.73, -0.32, 1.67], [2.69, 2.60, 7.36], [1.28, -0.05, -0.25], [1.18, 1.04, -0.34], [0.36, -0.17, -2.78], [-0.50, -2.45, 2.47], [2.54, -2.55, 0.48], [0.69, -0.61, -0.46]], "nbo_charge": [-0.640, -0.404, 0.765, -0.194, -0.587, 0.632, -0.588, 0.244, -0.339, -0.283, -0.006, -0.384, -0.067, -0.193, -0.484, -0.190, -0.392, -0.355, -0.441, -0.244, 0.000, -0.605, 0.216, 0.223, 0.215, 0.441, 0.225, 0.240, 0.234, 0.126, 0.199, 0.157, 0.198, 0.202, 0.184, 0.181, 0.197, 0.215, 0.221, 0.228, 0.236, 0.190, 0.206, 0.219]}